(1)
Here is the molecule C4H9N2PS in a non-equilibrium geometry from the OMol25 dataset. Energies are from ωB97M-V/def2-TZVPD.

Calculated values
Relative energy (zero: lowest compared OMol25 entry of this formula, charge and spin), kJ/mol: 11.2
Expectation value of S²: 2.022
E, a.u.: -1006.603348

Structure (ORCA input):
```
! RIJCOSX wB97M-V def2-TZVPD def2/J DEFGRID3
* xyz 0 3
C -2.39904 -1.55529 0.24301
C 1.07091 0.93385 -1.36453
C 1.59178 -0.81173 0.31833
C -1.06849 1.76473 -0.12173
N 0.58291 -0.14029 -0.51585
N 0.30065 1.22382 -0.22354
P -1.42532 -1.36173 -1.07703
S -2.12785 1.03575 -1.38572
H -2.31856 -2.37811 0.93721
H -3.23440 -0.87021 0.46057
H 2.07261 1.12888 -1.18592
H 0.84490 0.83220 -2.41641
H 2.06679 -1.54406 -0.27304
H 2.35808 -0.07308 0.49181
H 1.18825 -1.34287 1.17098
H -1.40918 1.42042 0.93116
H -1.22318 2.90988 -0.09569
*
```

Results of the Löwdin charge analysis, in e, for atoms 1 through 8:
1. C -0.4694
2. C -0.1469
3. C -0.0523
4. C -0.6086
5. N -0.2623
6. N -0.1417
7. P 0.6827
8. S 0.4156



(2)
Here is the molecule C4H6O2 from the OMol25 dataset. Energies are from ωB97M-V/def2-TZVPD.

Calculated values
Relative energy (zero: lowest compared OMol25 entry of this formula, charge and spin), kJ/mol: 264.8
E, a.u.: -306.405456
Structure (SMILES): O=C1C[C@H]1CO

Structure (ORCA input):
```
! RIJCOSX wB97M-V def2-TZVPD def2/J DEFGRID3
* xyz 0 1
O -1.16104 -1.47222 -1.54821
C -0.40669 -0.99056 -0.75391
C 1.00236 -0.76528 -0.30429
C -0.23193 -0.52053 0.61595
C -0.59414 0.96250 0.62386
O -0.48104 1.48979 -0.68915
H 1.69695 0.07982 -0.36577
H 1.52052 -1.71712 -0.25757
H -0.41680 -1.12775 1.50066
H 0.03210 1.54328 1.31390
H -1.64532 1.08190 0.90470
H 0.38642 1.24709 -1.03587
*
```

Results of the Löwdin charge analysis, in e, for atoms 1 through 8:
1. O 0.1412
2. C -0.3800
3. C -0.0130
4. C -0.1627
5. C -0.2132
6. O -0.0606
7. H 0.1116
8. H 0.1122



(3)
Here is a structure of composition C2H4N2S3 in a non-equilibrium geometry from the OMol25 dataset. Energies are from ωB97M-V/def2-TZVPD.

Calculated values
Relative energy (zero: lowest compared OMol25 entry of this formula, charge and spin), kJ/mol: 307.8
E, a.u.: -1382.554841

Structure (ORCA input):
```
! RIJCOSX wB97M-V def2-TZVPD def2/J DEFGRID3
* xyz 0 1
C -0.69664 1.12471 0.04929
C -0.51098 -0.15977 0.40877
N 0.56867 1.74487 -0.10476
N 0.79137 -0.57024 0.69293
S 1.81806 0.62302 0.56382
S -1.86788 -1.29858 0.60853
S 1.08586 -2.34312 -0.67953
H -1.53686 1.56844 -0.44276
H 0.71625 2.43497 -0.82807
H -2.43443 -0.75482 -0.45904
H 2.06659 -2.36950 0.19081
*
```

Results of the Löwdin charge analysis, in e, for atoms 1 through 8:
1. C -0.1941
2. C -0.8520
3. N -0.2474
4. N -0.6258
5. S 0.9396
6. S 0.7712
7. S 0.4185
8. H 0.1146



(4)
Here is the molecule C5H12BNO in a non-equilibrium geometry from the OMol25 dataset. Energies are from ωB97M-V/def2-TZVPD.

Calculated values
Relative energy (zero: lowest compared OMol25 entry of this formula, charge and spin), kJ/mol: 365.2
E, a.u.: -352.456448
Structure (SMILES): CN(C)BCCC=O

Structure (ORCA input):
```
! RIJCOSX wB97M-V def2-TZVPD def2/J DEFGRID3
* xyz 0 1
C 1.12656 1.40599 0.59759
N 1.32075 -0.01092 0.05593
C 2.80105 -0.03970 -0.31726
B 0.43834 -0.21748 -1.19191
C -0.53935 -1.48850 -0.69909
C -1.57911 -0.97454 0.33697
C -2.29378 0.40530 -0.12247
O -2.92595 1.24409 0.51469
H 0.06345 1.73701 0.28233
H 1.02094 1.29807 1.66998
H 1.89723 2.12940 0.30050
H 3.06478 0.73026 -1.06423
H 3.32599 0.17094 0.58588
H 2.99884 -1.03527 -0.64350
H 0.76995 0.09994 -2.15226
H -1.03176 -2.10974 -1.47143
H 0.06063 -2.18126 -0.13531
H -2.25224 -1.74498 0.36743
H -1.24602 -0.89684 1.40455
H -2.23908 0.54022 -1.20460
*
```

Results of the Löwdin charge analysis, in e, for atoms 1 through 8:
1. C -0.0825
2. N -0.1899
3. C -0.0989
4. B -0.1093
5. C -0.1492
6. C -0.1520
7. C -0.2165
8. O 0.0276